Entry 1:
One molecule with the formula C2H2N2O2, computed with ωB97M-V/def2-TZVPD.

XYZ file:
```
8
Properties=species:S:1:pos:R:3
O 2.06321 -0.30418 -0.09806
O 0.05735 -1.22333 0.06870
N -1.29529 -0.97321 -0.08154
N -0.02626 0.85391 -0.01439
C 0.70782 -0.13913 -0.09731
C -1.40500 0.29449 0.06537
H 2.28270 0.58195 0.45231
H -2.38453 0.90951 -0.29508
```

Results
* SMILES: Oc1ncno1
* energy above the lowest of the compared OMol25 structures with the same formula, charge and spin: 3.050 eV



Entry 2:
One molecule with the formula C2H2N2O2, computed with ωB97M-V/def2-TZVPD.

XYZ file:
```
8
Properties=species:S:1:pos:R:3
O 2.24375 -0.13473 -0.13649
O -1.17555 0.52494 -0.20364
N 0.25436 1.00657 0.03604
N 0.23721 -1.20181 -0.05096
C 1.03940 -0.08952 0.00236
C -0.98163 -0.74271 -0.05262
H -1.84526 -1.42970 0.25300
H 0.22773 2.06697 0.15231
```

Results
* SMILES: O=c1nco[nH]1
* energy above the lowest of the compared OMol25 structures with the same formula, charge and spin: 2.719 eV



Entry 3:
A 2-piece molecular cluster, C2H2N2O2 overall, computed with ωB97M-V/def2-TZVPD.

XYZ file:
```
8
Properties=species:S:1:pos:R:3
O -0.01320 1.41947 0.94431
O -1.28805 -0.04650 2.23168
N -0.14612 -0.93159 -0.24635
N 0.83697 1.15450 -0.83759
C 0.50070 -0.08148 -0.95678
C -0.63558 0.56300 1.48818
H 0.97773 -0.22518 -1.96345
H -0.23244 -1.85221 -0.65999
```

Results
* energy above the lowest of the compared OMol25 structures with the same formula, charge and spin: 3.722 eV



Entry 4:
C2H2N2O2S as an isolated structure, computed with ωB97M-V/def2-TZVPD.

XYZ file:
```
9
Properties=species:S:1:pos:R:3
S 2.21658 0.33315 0.13669
O -2.14784 -1.37377 -0.03764
O -1.92361 1.62963 0.11254
N 1.16102 -0.98319 0.02030
N -1.35574 -0.46698 -0.08012
C -0.04576 -0.17812 0.03949
C 0.61865 1.04007 -0.10916
H 1.23601 -1.95603 0.29489
H 0.24069 1.95523 -0.37698
```

Results
* energy above the lowest of the compared OMol25 structures with the same formula, charge and spin: 9.757 eV



Going through the records in order, we get max |F| values of 5.57; 4.80; 0.86; 3.78 eV Å⁻¹.